# 1
DFT (ωB97M-V with the def2-TZVPD basis set) results for a cluster of 5 separate species, H10O5 in total.

Summary:
SMILES string: O.O.O.O.O
Total charge: 0
LUMO energy, eV: 0.08
Energy above the lowest of the compared OMol25 structures with the same formula, charge and spin, kJ/mol: 209.7
Kohn-Sham gap, eV: 10.72
HOMO level, eV: -10.636

Structure (XYZ):
```
15
Properties=species:S:1:pos:R:3:mulliken_charge:R:1
O -19.7938 -15.3460 14.3486 -0.661
H -19.4071 -14.6465 13.8866 0.334
H -19.1262 -15.4167 15.0871 0.399
O -18.3473 -15.9368 16.5845 -0.857
H -17.8530 -16.7123 16.6456 0.297
H -19.1532 -16.3101 17.0979 0.374
O -17.7335 -13.7390 17.9650 -0.674
H -18.6096 -13.1883 17.8770 0.322
H -17.9044 -14.5293 17.4827 0.438
O -21.5900 -12.2878 12.5863 -0.614
H -20.9507 -12.7959 12.1325 0.287
H -21.3093 -11.4020 12.0184 0.327
O -22.5622 -15.3263 14.9053 -0.641
H -21.7482 -15.1902 14.4652 0.368
H -22.8559 -16.2235 15.1197 0.301
```

# 2
DFT (ωB97M-V with the def2-TZVPD basis set) results for a structure of composition H10O5.

Summary:
Total charge: 0
LUMO energy, eV: 0.13
Energy above the lowest of the compared OMol25 structures with the same formula, charge and spin, kJ/mol: 345.3
Kohn-Sham gap, eV: 9.61
HOMO level, eV: -9.481

Structure (XYZ):
```
15
Properties=species:S:1:pos:R:3:mulliken_charge:R:1
O -0.0516 -0.2468 -0.2651 -0.835
H -0.1804 0.6523 0.0370 0.389
H 0.6259 -0.5992 0.3120 0.450
O 0.5707 1.9290 -0.5464 -0.623
H 0.5870 2.7526 -1.0339 0.289
H 0.9083 1.2787 -1.1623 0.334
O -1.7023 -1.3795 1.3533 -0.677
H -1.1514 -1.2451 0.5822 0.402
H -2.5677 -1.5818 0.9977 0.312
O -1.1893 -0.6134 -1.9103 -0.805
H -1.2624 0.2948 -2.2037 0.213
H -0.5756 -0.5799 -1.1765 0.582
O 1.6401 -0.2020 1.5127 -0.597
H 1.8664 -0.2056 2.4428 0.275
H 2.4822 -0.2539 1.0607 0.290
```

# 3
DFT (ωB97M-V with the def2-TZVPD basis set) results for a cluster of 5 separate species, H10O5 in total.

Summary:
Total charge: +1
Multiplicity: 2
LUMO energy (spin up / spin down), eV: -3.99 / -12.07
Energy above the lowest of the compared OMol25 structures with the same formula, charge and spin, kJ/mol: 176.6
Kohn-Sham gap (spin up / spin down), eV: 12.03 / 2.63
HOMO level (spin up / spin down), eV: -16.012 / -14.707

Structure (XYZ):
```
15
Properties=species:S:1:pos:R:3:mulliken_spin:R:1
O 0.4749 -0.2264 -2.9198 0.541
H -0.1205 -0.9636 -3.0551 -0.014
H 0.2799 0.0802 -2.0342 -0.014
O -0.4063 0.2340 -0.3814 0.016
H 0.0023 0.5579 0.4213 0.000
H -0.3563 -0.7191 -0.3085 -0.001
O 2.0674 -3.4593 -0.6322 0.121
H 1.4967 -2.8873 -1.1454 -0.006
H 2.4833 -2.8763 0.0029 -0.004
O -2.7089 1.2329 1.0037 0.369
H -1.8793 1.1664 0.5307 -0.016
H -2.9045 2.1698 1.0146 -0.009
O 0.5994 2.0267 2.1406 0.016
H 1.0721 1.3555 2.6328 -0.001
H -0.1001 2.3085 2.7300 -0.001
```

# 4
DFT (ωB97M-V with the def2-TZVPD basis set) results for a cluster of 5 separate species, H11NO4 in total.

Summary:
SMILES string: N.O.O.O.O
Total charge: 0
LUMO energy, eV: 0.80
Energy above the lowest of the compared OMol25 structures with the same formula, charge and spin, kJ/mol: 71.8
Kohn-Sham gap, eV: 11.19
HOMO level, eV: -10.389

Structure (XYZ):
```
16
Properties=species:S:1:pos:R:3:mulliken_charge:R:1
N 0.0098 -1.8752 0.8965 -0.751
H 0.7647 -2.3853 1.3537 0.246
H -0.7792 -2.3461 1.3483 0.234
H 0.0400 -0.9075 1.1759 0.266
O -0.2150 2.2044 0.5224 -0.714
H -0.2599 1.9148 -0.4504 0.377
H -0.9403 2.8502 0.5002 0.332
O -0.0738 1.2085 -2.1918 -0.662
H 0.6332 1.4750 -2.6803 0.312
H 0.0925 0.2658 -2.1437 0.361
O 0.0069 -1.4911 -2.4201 -0.755
H 0.2949 -2.3406 -2.7522 0.310
H -0.0504 -1.6936 -1.4017 0.402
O 0.3967 0.7582 2.7463 -0.679
H 0.0873 1.3018 1.9481 0.423
H -0.0074 1.0608 3.5489 0.297
```

# 5
DFT (ωB97M-V with the def2-TZVPD basis set) results for a cluster of 6 separate species, H11O5S in total.

Summary:
Total charge: -1
LUMO energy, eV: 3.37
Energy above the lowest of the compared OMol25 structures with the same formula, charge and spin, kJ/mol: 97.2
Kohn-Sham gap, eV: 7.25
HOMO level, eV: -3.881

Structure (XYZ):
```
17
Properties=species:S:1:pos:R:3:mulliken_charge:R:1
S 0.8721 -1.6064 -2.0586 -0.789
H 0.8660 -2.7752 -2.7145 -0.056
H -0.8170 -1.5088 2.3446 0.344
H -1.1619 -0.8698 3.6573 0.314
O -0.9788 -1.7322 3.2710 -0.661
H -1.3314 1.0500 0.8052 0.333
H -0.9480 2.4254 1.3441 0.291
O -0.6649 1.5070 1.3475 -0.662
H -0.7400 -0.7494 -0.9787 0.169
H -2.0011 -0.1142 -1.4475 0.282
O -1.5002 -0.2228 -0.6306 -0.537
H -0.0122 1.6946 -0.9829 0.351
H 0.5498 2.1605 -2.3087 0.320
O -0.0992 2.4059 -1.6384 -0.639
H 2.5344 -0.6728 -0.7985 0.253
H 2.4604 -0.6326 0.7745 0.300
O 2.9720 -0.3592 0.0143 -0.614
```

# 6
DFT (ωB97M-V with the def2-TZVPD basis set) results for a cluster of 6 separate species, H11O6 in total.

Summary:
Total charge: -1
LUMO energy, eV: 3.81
Energy above the lowest of the compared OMol25 structures with the same formula, charge and spin, kJ/mol: 104.9
Kohn-Sham gap, eV: 9.02
HOMO level, eV: -5.206

Structure (XYZ):
```
17
Properties=species:S:1:pos:R:3:mulliken_charge:R:1
O 0.7559 0.1815 -0.5835 -1.134
H 1.7045 0.1797 -0.4181 0.138
O -0.0354 2.7192 -1.8669 -0.688
H 0.5763 2.0529 -1.4885 0.385
H -0.8345 2.1742 -1.9393 0.318
O -1.7732 0.6026 -0.3320 -0.743
H -1.4404 1.0193 0.4976 0.323
H -0.8341 0.2485 -0.4849 0.398
O 2.0859 -0.7855 1.6807 -0.675
H 2.7658 -0.1118 1.6920 0.294
H 1.4851 -0.6717 0.8966 0.374
O -4.0299 -0.0565 1.9669 -0.639
H -3.4795 0.4647 1.3586 0.330
H -4.5463 -0.5823 1.3848 0.295
O 2.8749 -2.7203 -0.9514 -0.678
H 2.1470 -2.1815 -1.2682 0.334
H 2.9820 -2.3771 -0.0466 0.368
```

# 7
DFT (ωB97M-V with the def2-TZVPD basis set) results for a structure of composition H12MgO6.

Summary:
Total charge: +2
LUMO energy, eV: -7.28
Energy above the lowest of the compared OMol25 structures with the same formula, charge and spin, kJ/mol: 79.9
Kohn-Sham gap, eV: 13.22
HOMO level, eV: -20.497

Structure (XYZ):
```
19
Properties=species:S:1:pos:R:3:mulliken_charge:R:1
Mg -0.0325 0.0375 0.2182 1.223
O -1.3175 0.4395 -1.4258 -0.627
H -2.2785 0.6025 -1.2398 0.346
H -0.9805 1.0585 -2.1078 0.350
O 0.3665 2.0775 0.1752 -0.514
H 1.1195 2.2125 -0.4098 0.341
H -0.3465 2.7015 -0.0098 0.327
O 1.3065 -0.2005 -1.3238 -0.470
H 0.9395 -0.7235 -2.0178 0.316
H 2.2305 -0.1975 -1.7228 0.322
O 1.5335 -0.3005 1.4632 -0.519
H 2.3385 -0.5805 1.0032 0.331
H 1.3775 -0.8745 2.2482 0.348
O -0.2495 -2.0425 0.0892 -0.518
H -1.1275 -2.3215 -0.1908 0.332
H 0.3615 -2.6055 -0.3338 0.291
O -1.5245 0.2365 1.5682 -0.467
H -1.8315 -0.5235 2.0992 0.310
H -1.8855 1.0035 1.9172 0.278
```

# 8
DFT (ωB97M-V with the def2-TZVPD basis set) results for a cluster of 5 separate species, H12NO4 in total.

Summary:
Total charge: +1
LUMO energy, eV: -2.87
Energy above the lowest of the compared OMol25 structures with the same formula, charge and spin, kJ/mol: 13.1
Kohn-Sham gap, eV: 12.74
HOMO level, eV: -15.609

Structure (XYZ):
```
17
Properties=species:S:1:pos:R:3:mulliken_charge:R:1
N 0.0864 0.3092 0.1040 -0.273
H 0.8335 0.6240 -0.5397 0.320
H 0.4499 -0.5346 0.5885 0.339
H -0.7385 -0.0073 -0.4345 0.324
H -0.1747 1.0490 0.7677 0.438
O 2.1699 0.9634 -1.6915 -0.668
H 2.8113 0.3888 -2.1196 0.309
H 2.1882 1.7841 -2.1937 0.317
O -1.5536 1.9782 1.8450 -0.696
H -2.0006 1.1835 2.1540 0.335
H -1.3752 2.4874 2.6424 0.338
O 1.3003 -2.0600 0.9118 -0.659
H 1.2584 -2.9164 0.4760 0.304
H 2.0676 -2.1034 1.4908 0.315
O -2.1068 -0.8661 -1.2470 -0.663
H -2.6187 -0.7962 -2.0584 0.314
H -2.5976 -1.4836 -0.6960 0.306
```

# 9
DFT (ωB97M-V with the def2-TZVPD basis set) results for a structure of composition H12Na2O7.

Summary:
Total charge: 0
LUMO energy, eV: -0.92
Energy above the lowest of the compared OMol25 structures with the same formula, charge and spin, kJ/mol: 9.3
Kohn-Sham gap, eV: 7.30
HOMO level, eV: -8.223

Structure (XYZ):
```
21
Properties=species:S:1:pos:R:3:mulliken_charge:R:1
Na 0.8110 1.4956 1.5679 0.874
Na 1.6585 -1.7619 0.7472 0.883
O 1.6615 -0.5475 2.7633 -1.038
H 0.7694 -0.6862 2.4560 0.197
O -0.0857 -0.1193 0.1490 -1.024
H 0.3814 0.3263 -0.5570 0.149
O -1.9498 1.3137 -1.4053 -0.668
H -2.7158 1.3971 -0.8259 0.302
H -1.3764 0.6638 -0.9321 0.362
O 0.6111 -0.3303 -3.1932 -0.638
H 0.3669 -1.2510 -3.3428 0.297
H -0.2155 0.0835 -2.8914 0.335
O -1.9502 -2.1547 -0.4690 -0.637
H -1.3558 -2.5262 -1.1277 0.267
H -1.4267 -1.4159 -0.0724 0.323
O 2.8439 1.6007 0.2669 -0.523
H 3.1000 0.7551 -0.1129 0.274
H 3.4942 2.2329 -0.0643 0.275
O -1.6158 0.6883 2.4391 -0.652
H -1.1094 0.3274 1.6732 0.315
H -1.8969 -0.0914 2.9312 0.327
```

# 10
DFT (ωB97M-V with the def2-TZVPD basis set) results for a cluster of 6 separate species, H12O5S2 in total.

Summary:
Total charge: -1
Multiplicity: 2
LUMO energy (spin up / spin down), eV: 2.51 / 2.51
Energy above the lowest of the compared OMol25 structures with the same formula, charge and spin, kJ/mol: 100.6
Kohn-Sham gap (spin up / spin down), eV: 2.68 / 6.23
HOMO level (spin up / spin down), eV: -0.171 / -3.716

Structure (XYZ):
```
19
Properties=species:S:1:pos:R:3:mulliken_spin:R:1
S -0.4933 0.9069 -2.9128 0.500
S -0.9285 -1.0367 -1.9704 0.468
H 0.7691 0.8710 -2.4996 0.013
H -1.8059 -0.5988 -1.0386 0.020
H -3.3945 0.7723 3.5665 -0.001
H -2.5973 1.5720 2.5794 0.000
O -2.5050 0.8709 3.2624 -0.004
H 5.7214 -4.6320 2.7935 0.000
H 6.1416 -3.1922 2.3599 0.000
O 5.5221 -3.8872 2.1820 0.001
H -2.3995 1.9016 0.0102 0.003
H -2.3957 3.2628 0.7623 0.001
O -2.6908 2.3402 0.8324 0.002
H -0.4368 0.2868 2.5357 0.000
H -1.1016 -0.2732 1.3778 0.006
O -0.3390 0.3164 1.5832 -0.015
H 1.3626 0.6570 0.7264 0.005
H 2.8116 0.0203 0.6473 -0.001
O 2.2845 0.7367 0.3644 0.001
```

# 11
DFT (ωB97M-V with the def2-TZVPD basis set) results for a cluster of 6 separate species, H12O6 in total.

Summary:
Total charge: -1
Multiplicity: 2
LUMO energy (spin up / spin down), eV: 3.06 / 3.22
Energy above the lowest of the compared OMol25 structures with the same formula, charge and spin, kJ/mol: 54.3
Kohn-Sham gap (spin up / spin down), eV: 2.43 / 10.55
HOMO level (spin up / spin down), eV: 0.633 / -7.332

Structure (XYZ):
```
18
Properties=species:S:1:pos:R:3:mulliken_spin:R:1
O -0.5557 -1.4142 -2.0936 0.141
H -0.5241 -0.6399 -2.6555 -0.056
H -0.0547 -1.1671 -1.3163 0.022
O -1.2384 1.6060 1.2845 0.628
H -1.1750 1.5122 2.2349 -0.227
H -1.3525 2.5458 1.1431 -0.073
O 2.3906 -2.2704 1.3673 0.262
H 3.2829 -1.9433 1.2537 -0.021
H 2.4947 -3.0871 1.8555 -0.168
O 1.1280 2.0650 -1.7245 0.255
H 0.5904 1.7901 -2.4672 -0.051
H 1.3569 1.2493 -1.2790 -0.039
O -3.1867 -0.1679 0.6273 0.439
H -3.0443 -0.3273 -0.3057 -0.108
H -2.5270 0.4845 0.8627 -0.066
O 0.8995 -0.0058 0.0323 0.165
H 0.2377 0.4347 0.5654 0.083
H 1.2775 -0.6645 0.6150 -0.188
```

# 12
DFT (ωB97M-V with the def2-TZVPD basis set) results for a cluster of 6 separate species, H12O6 in total.

Summary:
SMILES string: O.O.O.O.O.O
Total charge: 0
LUMO energy, eV: 0.14
Energy above the lowest of the compared OMol25 structures with the same formula, charge and spin, kJ/mol: 118.5
Kohn-Sham gap, eV: 10.66
HOMO level, eV: -10.521

Structure (XYZ):
```
18
Properties=species:S:1:pos:R:3:mulliken_charge:R:1
O 0.4048 -0.3724 -0.4822 -0.644
H 0.6254 0.1356 -1.2629 0.277
H 0.0446 0.2706 0.1286 0.398
O 1.6257 -2.0425 1.8316 -0.630
H 1.1714 -1.5448 2.5114 0.293
H 1.2631 -1.7123 1.0096 0.346
O 1.0694 2.1244 -1.8763 -0.680
H 0.5090 1.7403 -2.5505 0.362
H 1.9413 1.7755 -2.0614 0.324
O -0.9704 1.2508 1.4958 -0.681
H -0.5076 0.9637 2.2830 0.324
H -1.8786 1.3597 1.7777 0.304
O -1.0370 -1.6097 2.8726 -0.609
H -1.6698 -1.0243 3.2888 0.280
H -1.2865 -1.6149 1.9485 0.346
O -0.2181 0.3966 -3.7710 -0.683
H -1.0305 0.4445 -3.2670 0.352
H -0.0561 -0.5409 -3.8764 0.321
```

# 13
DFT (ωB97M-V with the def2-TZVPD basis set) results for a cluster of 6 separate species, H12O6 in total.

Summary:
SMILES string: O.O.O.O.O.O
Total charge: 0
LUMO energy, eV: -0.36
Energy above the lowest of the compared OMol25 structures with the same formula, charge and spin, kJ/mol: 365.5
Kohn-Sham gap, eV: 8.88
HOMO level, eV: -9.236

Structure (XYZ):
```
18
Properties=species:S:1:pos:R:3:mulliken_charge:R:1
O 0.3661 0.3083 -0.5201 -0.598
H 0.2418 -0.3646 -1.1989 0.302
H -0.0900 1.0818 -0.8703 0.280
O 2.2532 -4.0968 -1.3340 -0.588
H 1.3954 -4.1699 -1.7673 0.311
H 2.4028 -3.1468 -1.2688 0.294
O 0.9569 2.9375 1.8620 -0.614
H 0.0858 3.2780 2.0949 0.311
H 0.8537 2.6305 0.9542 0.306
O 0.6472 -4.5165 -0.2430 -0.639
H 0.3786 -3.9606 0.4971 0.317
H -0.1009 -4.4773 -0.8495 0.305
O -2.5818 0.9341 1.5613 -0.617
H -1.9445 1.6385 1.3981 0.302
H -2.4699 0.3384 0.8119 0.314
O -1.3865 4.2604 -0.9225 -0.606
H -1.2880 5.0198 -1.5078 0.303
H -1.5065 3.5157 -1.5226 0.316
```